The following is a quantum chemistry calculation of C19H35FN2O10P2Pd as an isolated structure in a non-equilibrium geometry, from the Open Molecules 2025 dataset.

Properties
charge = +2
electronic energy = -2516.7763 Eh
multiplicity = 5
M = 638.86 g/mol
F_max = 4.63 eV/A
highest occupied orbital energy (alpha / beta) = -0.524 / -0.592 hartree

```
70
C19H35FN2O10P2Pd, DFT the ωB97M-V functional and the def2-TZVPD basis
Pd -0.7845 0.6766 -1.5901
C 4.8707 2.0332 1.1368
C 4.3011 0.7289 0.5907
C 4.4383 -0.3792 1.6248
O 2.9393 0.9744 0.2740
P 2.0572 -0.0211 -0.6339
O 1.1231 0.6766 -1.5757
C 1.2290 -1.1050 0.5356
P -0.1021 -0.2205 1.3090
O -0.7701 0.6766 0.3177
O 0.5223 0.5666 2.5716
C -0.1988 1.7072 3.0373
C -0.2148 1.6911 4.5588
C 0.4824 2.9615 2.5104
O -1.1072 -1.2778 1.9802
C -0.8006 -2.3460 2.8599
C -0.6309 -3.6330 2.0635
C 0.3595 -2.1167 3.8167
O 3.1416 -0.9726 -1.3618
C 2.6829 -1.8921 -2.3457
C 2.9068 -1.3004 -3.7284
C 3.4652 -3.1849 -2.1645
H 5.9302 1.9310 1.3906
H 4.3246 2.3562 2.0304
H 4.7655 2.8346 0.3974
H 4.8509 0.4690 -0.3199
H 3.7776 -0.2042 2.4809
H 5.4685 -0.4637 1.9848
H 4.1602 -1.3460 1.1950
H 1.9229 -1.5389 1.2531
H 0.7952 -1.9269 -0.0400
H -1.2352 1.6725 2.6815
H 0.8004 1.6326 4.9653
H -0.7552 0.8119 4.9244
H -0.7072 2.5819 4.9612
H 1.5229 3.0144 2.8489
H -0.0406 3.8642 2.8413
H 0.5078 2.9568 1.4159
H -1.6980 -2.4704 3.4780
H 0.2796 -3.6148 1.4589
H -1.4713 -3.7727 1.3751
H -0.5785 -4.5013 2.7283
H 1.3072 -1.9762 3.2934
H 0.4766 -2.9691 4.4944
H 0.1891 -1.2288 4.4289
H 1.6164 -2.0985 -2.2050
H 3.9607 -1.0448 -3.8817
H 2.3379 -0.3727 -3.8470
H 2.5956 -1.9981 -4.5120
H 4.5412 -3.0128 -2.2804
H 3.1518 -3.9456 -2.8856
H 3.3185 -3.5802 -1.1533
F -6.4417 3.8568 -1.4020
C -6.0142 2.9564 -2.3070
C -5.5834 1.7429 -1.9690
N -5.1639 0.8293 -2.9198
C -4.6183 -0.4649 -2.4582
C -3.1695 -0.4520 -1.9139
O -2.6423 -1.5976 -1.7998
O -2.6984 0.6766 -1.5901
C -5.1057 1.1488 -4.2699
O -4.7473 0.3921 -5.1701
N -5.5428 2.4124 -4.5955
C -6.0384 3.3487 -3.7278
O -6.4850 4.4262 -4.1116
H -5.5270 1.4364 -0.9300
H -4.6610 -1.1792 -3.2889
H -5.2782 -0.8504 -1.6710
H -5.5265 2.6442 -5.5738
H -0.7845 2.3684 -1.5901
```

Löwdin atomic charge list, values in e, 6 entries: atom 1 (Pd): 1.168, atom 2 (C): -0.027, atom 3 (C): -0.450, atom 4 (C): -0.034, atom 5 (O): -0.149, atom 6 (P): 0.612